# 1
Density functional theory data (the ωB97M-V functional and the def2-TZVPD basis) for C2H2N2O in the gas phase in a non-equilibrium geometry.

ORCA input file:
```
! RIJCOSX wB97M-V def2-TZVPD def2/J DEFGRID3
* xyz 0 1
O -0.1595 -0.0250 1.9066
N -1.0283 -0.6709 -1.2896
N -1.4494 0.2028 -0.6191
C 0.0255 0.4196 -0.4537
C 0.5317 0.0467 0.9123
H 0.4490 0.0853 -1.4366
H 1.6311 -0.0584 0.9800
*
```

Values from the calculation:
ΔE to the lowest compared entry with this formula, charge and spin = 4.355 eV
molar mass = 70.05 g/mol
HOMO energy = -9.6649 eV
SMILES = O=CC1N=N1
frontier orbital gap = 9.3 eV

Charges per atom according to Löwdin partitioning, unit e: 0.04, 0.14, 0.05, -0.14, -0.29, 0.09, 0.11

---

# 2
Density functional theory data (the ωB97M-V functional and the def2-TZVPD basis) for a molecular structure, C2H2N2O in a non-equilibrium geometry.

ORCA input file:
```
! RIJCOSX wB97M-V def2-TZVPD def2/J DEFGRID3
* xyz 0 1
O 2.1669 -0.5789 -0.0287
N -1.5275 -0.8759 0.0171
N 1.2967 0.4188 -0.0908
C -0.4745 0.0259 0.4294
C -1.5744 0.4601 -0.2077
H -1.9762 1.3740 -0.5462
H 1.9925 -1.2557 -0.7170
*
```

Values from the calculation:
ΔE to the lowest compared entry with this formula, charge and spin = 8.392 eV
molar mass = 70.05 g/mol
HOMO energy (alpha / beta) = -8.0530 / -8.8609 eV
frontier orbital gap (alpha / beta) = 7.6 / 8.5 eV

Charges per atom according to Löwdin partitioning, unit e: -0.13, 0.17, -0.04, -0.12, -0.08, 0.10, 0.10

---

# 3
Density functional theory data (the ωB97M-V functional and the def2-TZVPD basis) for C2H2N2O in the gas phase in a non-equilibrium geometry.

ORCA input file:
```
! RIJCOSX wB97M-V def2-TZVPD def2/J DEFGRID3
* xyz 0 1
O 1.0212 1.1815 -0.0352
N 0.0335 -0.8684 0.0326
N -1.0073 1.1879 -0.0536
C 1.0815 -0.0816 0.0131
C -1.0961 -0.0815 -0.0072
H -2.0356 -0.6659 0.0056
H 2.0027 -0.6720 0.0448
*
```

Values from the calculation:
ΔE to the lowest compared entry with this formula, charge and spin = 3.002 eV
molar mass = 70.05 g/mol
HOMO energy (alpha / beta) = -10.6650 / -10.6651 eV
frontier orbital gap (alpha / beta) = 8.9 / 8.9 eV

Charges per atom according to Löwdin partitioning, unit e: 0.04, 0.04, 0.28, -0.35, -0.29, 0.14, 0.14

---

# 4
Density functional theory data (the ωB97M-V functional and the def2-TZVPD basis) for a molecular structure, C2H2N2O in a non-equilibrium geometry.

ORCA input file:
```
! RIJCOSX wB97M-V def2-TZVPD def2/J DEFGRID3
* xyz 0 1
O -2.3466 -0.5025 0.0232
N 1.1547 -1.1204 0.0087
N 1.2304 0.0611 -0.0038
C -1.5044 0.3238 0.0650
C -0.4325 0.9872 0.0120
H -0.1286 2.0033 -0.1886
H 2.0271 -1.7526 0.0835
*
```

Values from the calculation:
ΔE to the lowest compared entry with this formula, charge and spin = 4.116 eV
molar mass = 70.05 g/mol
HOMO energy = -9.1706 eV
frontier orbital gap = 8.6 eV

Charges per atom according to Löwdin partitioning, unit e: 0.13, 0.01, 0.02, -0.31, -0.03, 0.06, 0.12

---

# 5
Density functional theory data (the ωB97M-V functional and the def2-TZVPD basis) for C2H2N2O in the gas phase in a non-equilibrium geometry.

ORCA input file:
```
! RIJCOSX wB97M-V def2-TZVPD def2/J DEFGRID3
* xyz 0 1
O 1.2916 0.4313 -0.0420
N 0.0687 1.0800 0.0227
N -0.9159 0.2876 -0.0704
C -0.3794 -0.9722 0.0315
C 0.9755 -0.9751 -0.0094
H -0.1656 2.0431 0.0421
H -0.8749 -1.8947 0.0256
*
```

Values from the calculation:
ΔE to the lowest compared entry with this formula, charge and spin = 4.649 eV
molar mass = 70.05 g/mol
HOMO energy = -9.3512 eV
frontier orbital gap = 9.4 eV

Charges per atom according to Löwdin partitioning, unit e: -0.06, -0.04, 0.10, -0.20, -0.03, 0.16, 0.07

---

# 6
Density functional theory data (the ωB97M-V functional and the def2-TZVPD basis) for C2H2N2O in the gas phase in a non-equilibrium geometry.

ORCA input file:
```
! RIJCOSX wB97M-V def2-TZVPD def2/J DEFGRID3
* xyz 0 1
O 0.7189 0.8715 -0.1641
N -0.6892 0.9274 -0.2577
N 1.1211 -0.3996 0.0727
C 0.0482 -1.0799 0.2632
C -1.1406 -0.2601 0.0380
H -0.0027 -2.1644 0.5357
H -2.2176 -0.4615 0.2642
*
```

Values from the calculation:
ΔE to the lowest compared entry with this formula, charge and spin = 2.638 eV
molar mass = 70.05 g/mol
HOMO energy = -11.4531 eV
SMILES = c1cnon1
frontier orbital gap = 12.1 eV

Charges per atom according to Löwdin partitioning, unit e: -0.10, 0.07, 0.05, -0.15, -0.12, 0.12, 0.13

---

| no. | E (eV) |
| --- | --- |
| 1 | -7129.4890 |
| 2 | -7125.4513 |
| 3 | -7130.8420 |
| 4 | -7129.7273 |
| 5 | -7129.1943 |
| 6 | -7131.2056 |